--- w ---
Entry from the OMol25 dataset: 2 unconnected molecules or ions with the total composition C3H11NO (ωB97M-V with the def2-TZVPD basis set).

Calculated values
Total charge = 0
LUMO level = 1.012 eV

```
16
C3H11NO | the OMol25 dataset | ωB97M-V with the def2-TZVPD basis set
C 0.26 2.01 0.38
N -0.75 1.03 0.57
C -1.90 1.57 1.25
C -1.14 0.36 -0.66
H 0.62 2.47 1.29
H 0.11 2.80 -0.37
H 1.19 1.59 -0.03
H -2.59 0.75 1.48
H -1.60 1.93 2.23
H -2.42 2.37 0.69
H -0.38 0.34 -1.43
H -2.04 0.86 -1.07
H -1.46 -0.67 -0.49
H 4.00 -5.24 -1.83
H 3.68 -6.32 -0.82
O 4.43 -5.84 -1.20
```

--- x ---
Entry from the OMol25 dataset: 2 unconnected molecules or ions with the total composition C3H11NO (ωB97M-V with the def2-TZVPD basis set).

Calculated values
Total charge = 0
LUMO level = 0.911 eV

```
16
C3H11NO | the OMol25 dataset | ωB97M-V with the def2-TZVPD basis set
C -0.05 1.03 -1.17
N -0.15 0.04 -0.14
C -1.52 -0.34 0.16
C 0.69 -1.14 -0.39
H -0.41 2.00 -0.82
H -0.49 0.81 -2.15
H 1.01 1.25 -1.38
H -1.58 -0.75 1.17
H -2.14 0.55 0.14
H -1.90 -1.05 -0.57
H 0.08 -2.04 -0.39
H 1.43 -1.26 0.41
H 1.20 -1.07 -1.34
H 1.89 1.02 2.50
H 0.88 0.39 1.51
O 1.05 0.56 2.46
```

Stability, lowest: w

--- w ---
Entry from the OMol25 dataset: 2 unconnected molecules or ions with the total composition C3H11NO (ωB97M-V with the def2-TZVPD basis set).

Calculated values
Total charge = 0
LUMO level = 1.052 eV

```
16
C3H11NO | the OMol25 dataset | ωB97M-V with the def2-TZVPD basis set
C -4.28 2.77 1.52
C -5.58 2.83 0.56
H -3.43 2.82 0.84
H -4.24 3.81 1.95
H -4.20 1.90 2.24
H -5.67 1.96 -0.06
H -5.50 3.72 -0.03
H -6.37 2.71 1.25
N 5.04 -3.70 -0.52
C 4.77 -2.27 -0.90
O 5.34 -1.98 -2.25
H 4.99 -4.32 -1.31
H 4.30 -3.87 0.14
H 5.22 -1.66 -0.05
H 3.68 -2.02 -1.04
H 5.94 -2.69 -2.35
```

--- x ---
Entry from the OMol25 dataset: 2 unconnected molecules or ions with the total composition C3H11NO (ωB97M-V with the def2-TZVPD basis set).

Calculated values
Total charge = 0
LUMO level = 0.922 eV

```
16
C3H11NO | the OMol25 dataset | ωB97M-V with the def2-TZVPD basis set
C 0.27 0.21 -2.47
O -0.87 -0.40 -1.86
H -0.12 1.24 -2.86
H 0.48 -0.42 -3.39
H 1.04 0.04 -1.74
C -1.18 0.23 1.75
N -0.18 0.23 0.65
C 1.04 -0.45 1.07
H -2.13 0.73 1.43
H -0.64 0.61 2.61
H -1.50 -0.75 1.93
H -0.77 -0.69 -0.97
H 0.12 1.22 0.38
H 1.16 -1.53 1.12
H 1.79 -0.10 0.31
H 1.49 -0.17 2.06
```

Stability, lowest: x

--- w ---
Entry from the OMol25 dataset: 2 unconnected molecules or ions with the total composition C3H11NO (ωB97M-V with the def2-TZVPD basis set).

Calculated values
Total charge = 0
LUMO level = 0.827 eV

```
16
C3H11NO | the OMol25 dataset | ωB97M-V with the def2-TZVPD basis set
C -2.47 -1.42 0.84
O -1.15 -1.56 1.37
H -2.56 -0.36 0.45
H -3.16 -1.71 1.63
H -2.50 -2.10 -0.01
C 1.82 1.60 -1.70
C 1.10 1.41 -0.39
N 0.70 0.03 -0.05
H 1.83 2.64 -2.06
H 1.20 1.25 -2.56
H 2.82 1.17 -1.65
H 0.42 2.23 -0.08
H 1.81 1.59 0.40
H -0.43 -1.02 1.00
H 0.93 -0.59 -0.83
H 1.50 -0.33 0.50
```

--- x ---
Entry from the OMol25 dataset: 2 unconnected molecules or ions with the total composition C3H11NO (ωB97M-V with the def2-TZVPD basis set).

Calculated values
Total charge = 0
LUMO level = 0.927 eV

```
16
C3H11NO | the OMol25 dataset | ωB97M-V with the def2-TZVPD basis set
C 0.03 -1.41 -1.01
N 2.71 0.74 1.13
H -0.85 -1.16 -1.68
H -0.36 -2.23 -0.38
H 0.89 -1.85 -1.59
H 3.31 0.36 0.44
H 2.51 1.65 0.82
H 1.78 0.28 1.25
C -0.70 0.35 0.67
O 0.35 -0.29 -0.13
C -1.85 0.63 -0.28
H -1.03 -0.34 1.39
H -0.25 1.27 1.19
H -2.34 1.60 -0.02
H -1.59 0.65 -1.42
H -2.61 -0.24 -0.39
```

Stability, lowest: x

--- w ---
Entry from the OMol25 dataset: a single C8H10OS molecule (ωB97M-V with the def2-TZVPD basis set).

Calculated values
Expectation value of S² = 2.01
Total charge = 0
Multiplicity = 3
LUMO level (spin up / spin down) = 0.848 / -0.471 eV

```
20
C8H10OS | the OMol25 dataset | ωB97M-V with the def2-TZVPD basis set
C -1.23 1.47 -1.66
C -0.08 1.86 -1.04
C -0.90 -0.91 -1.00
C 0.72 -1.46 0.77
C 2.03 0.07 2.77
C -1.83 0.33 -0.77
C 0.36 -0.41 -0.32
C -0.04 0.99 0.13
O -1.37 0.76 0.50
S 2.29 -1.14 1.60
H -1.45 1.57 -2.70
H 0.59 2.65 -1.22
H -1.27 -1.79 -0.48
H -0.82 -1.10 -2.11
H -0.13 -1.42 1.53
H 0.76 -2.44 0.40
H 2.99 0.37 3.17
H 1.05 0.47 2.50
H -2.84 0.26 -1.06
H 1.15 -0.14 -1.02
```

--- x ---
Entry from the OMol25 dataset: 2 unconnected molecules or ions with the total composition C8H10OS (ωB97M-V with the def2-TZVPD basis set).

Calculated values
Expectation value of S² = 2.03
Total charge = 0
Multiplicity = 3
LUMO level (spin up / spin down) = 0.834 / -2.061 eV

```
20
C8H10OS | the OMol25 dataset | ωB97M-V with the def2-TZVPD basis set
C -1.88 -0.38 1.85
C -1.26 0.18 2.97
C -1.14 -0.10 0.66
C 0.01 0.59 0.94
C 1.68 -0.76 -1.97
C 2.00 -0.21 -0.74
C -1.48 -0.50 -0.71
C 1.68 1.17 -0.43
O 1.17 2.00 -1.35
S 0.22 0.99 2.60
H -2.84 -1.02 1.88
H -1.55 -0.05 4.03
H 1.84 -1.91 -2.22
H 1.12 -0.30 -2.72
H 2.09 -0.85 0.12
H -0.83 -1.28 -1.00
H -2.55 -1.01 -0.76
H -1.28 0.27 -1.35
H 2.22 1.73 0.22
H 0.80 1.44 -2.01
```

Stability, lowest: x

--- w ---
Entry from the OMol25 dataset: a molecular structure, C2H3N3 (ωB97M-V with the def2-TZVPD basis set).

Calculated values
Total charge = 0
LUMO level = -0.344 eV

```
8
C2H3N3 | the OMol25 dataset | ωB97M-V with the def2-TZVPD basis set
N -0.09 1.09 -0.16
C 1.77 -0.87 0.08
N 1.45 -1.96 0.31
N -1.46 -0.84 0.25
C -1.04 0.30 0.01
H -0.37 2.05 -0.28
H 2.16 0.11 -0.13
H -2.41 0.12 -0.07
```

--- x ---
Entry from the OMol25 dataset: 2 unconnected molecules or ions with the total composition C2H3N3 (ωB97M-V with the def2-TZVPD basis set).

Calculated values
Total charge = 0
LUMO level = 0.819 eV

```
8
C2H3N3 | the OMol25 dataset | ωB97M-V with the def2-TZVPD basis set
C -0.79 0.73 0.56
C 1.44 -1.12 -0.82
N -0.21 0.22 1.47
N 1.22 -0.55 -1.79
N -1.20 0.83 -0.56
H 1.53 -1.97 -0.25
H 0.19 0.71 2.17
H -2.17 1.15 -0.78
```

Stability, lowest: w

--- w ---
Entry from the OMol25 dataset: 2 unconnected molecules or ions with the total composition C2H3N3 (ωB97M-V with the def2-TZVPD basis set).

Calculated values
Total charge = 0
LUMO level (spin up / spin down) = -0.207 / -0.278 eV

```
8
C2H3N3 | the OMol25 dataset | ωB97M-V with the def2-TZVPD basis set
C -0.27 -0.33 0.53
C -1.14 -1.04 -0.32
N -1.55 -2.42 0.01
N -2.36 -1.60 0.32
N -0.28 0.16 1.67
H 1.31 0.23 -0.86
H -1.21 -0.93 -1.40
H 0.33 0.80 2.15
```

--- x ---
Entry from the OMol25 dataset: a single C2H3N3 molecule (ωB97M-V with the def2-TZVPD basis set).

Calculated values
Total charge = 0
LUMO level = 0.822 eV

```
8
C2H3N3 | the OMol25 dataset | ωB97M-V with the def2-TZVPD basis set
N -0.76 0.73 -0.03
C -0.69 -0.62 -0.06
N 0.53 -1.06 0.14
C 1.33 -0.03 0.30
N 0.42 1.30 0.19
H -1.67 1.18 -0.20
H -1.53 -1.26 -0.25
H 2.37 -0.24 -0.09
```

--- y ---
Entry from the OMol25 dataset: a single C2H3N3 molecule (ωB97M-V with the def2-TZVPD basis set).

Calculated values
Total charge = 0
LUMO level = 0.928 eV

```
8
C2H3N3 | the OMol25 dataset | ωB97M-V with the def2-TZVPD basis set
N -0.73 0.66 0.12
C -0.70 -0.67 -0.02
N 0.55 -1.08 -0.03
C 1.22 0.10 0.13
N 0.51 1.18 0.24
H -1.53 1.28 0.12
H -1.58 -1.29 -0.11
H 2.26 -0.18 0.31
```

--- z ---
Entry from the OMol25 dataset: a molecular structure, C2H3N3 (ωB97M-V with the def2-TZVPD basis set).

Calculated values
Total charge = 0
LUMO level = 0.861 eV

```
8
C2H3N3 | the OMol25 dataset | ωB97M-V with the def2-TZVPD basis set
N 1.05 0.29 0.69
C -0.68 -0.64 0.53
C -1.13 -0.19 -0.57
N 0.25 0.95 -1.28
N 1.10 0.87 -0.45
H 2.00 0.00 0.97
H -0.71 -1.19 1.45
H -1.88 -0.10 -1.34
```

Stability, lowest: w

--- w ---
Entry from the OMol25 dataset: a single C20H26N2O4S molecule (ωB97M-V with the def2-TZVPD basis set).

Calculated values
Total charge = 0
LUMO level = 0.612 eV

```
53
C20H26N2O4S | the OMol25 dataset | ωB97M-V with the def2-TZVPD basis set
C 3.00 2.72 0.60
H 3.19 3.34 -0.28
H 3.20 1.68 0.36
H 3.66 3.04 1.40
C 1.55 2.86 1.05
N 0.62 2.47 -0.01
C 0.24 1.18 -0.07
O 0.63 0.35 0.73
C -0.72 0.79 -1.20
N -1.04 -0.61 -1.14
C -1.95 -1.08 -0.17
C -1.53 -1.86 0.90
C -2.47 -2.34 1.80
C -3.81 -2.03 1.66
C -4.23 -1.24 0.59
C -3.30 -0.76 -0.32
H -3.59 -0.16 -1.17
O -5.57 -0.99 0.52
C -6.07 -0.25 -0.57
H -7.15 -0.22 -0.43
H -5.83 -0.74 -1.52
H -5.67 0.77 -0.58
H -4.55 -2.39 2.35
H -2.15 -2.95 2.63
H -0.48 -2.07 1.02
S 0.00 -1.67 -1.90
O -0.69 -2.92 -1.99
O 0.38 -1.00 -3.11
C 1.49 -1.89 -0.93
C 2.52 -0.99 -1.05
C 3.67 -1.17 -0.31
C 3.80 -2.25 0.55
C 2.76 -3.17 0.63
C 1.60 -3.00 -0.11
H 0.80 -3.71 -0.08
H 2.86 -4.03 1.28
C 5.04 -2.42 1.37
H 5.15 -3.45 1.71
H 5.00 -1.78 2.24
H 5.93 -2.15 0.79
H 4.49 -0.46 -0.40
H 2.41 -0.16 -1.73
H -1.63 1.38 -1.16
H -0.23 0.93 -2.17
C 0.18 3.51 -0.91
H 1.00 4.23 -1.02
C -1.06 4.23 -0.39
H -1.89 3.54 -0.27
H -1.36 5.01 -1.09
H -0.86 4.69 0.57
H -0.02 3.09 -1.90
H 1.37 2.20 1.90
H 1.33 3.89 1.34
```

--- x ---
Entry from the OMol25 dataset: a single C20H26N2O4S molecule (ωB97M-V with the def2-TZVPD basis set).

Calculated values
Total charge = 0
LUMO level = 0.736 eV

```
53
C20H26N2O4S | the OMol25 dataset | ωB97M-V with the def2-TZVPD basis set
C -0.78 7.48 2.31
C -0.42 6.34 1.41
C -0.65 6.43 0.04
C -0.34 5.37 -0.80
C 0.20 4.20 -0.28
C 0.42 4.11 1.10
C 0.11 5.17 1.92
H 0.29 5.09 2.98
H 0.84 3.19 1.49
C 0.53 3.09 -1.13
N 1.05 1.95 -0.76
C 1.19 1.22 -1.90
C 0.73 1.96 -2.96
O 0.31 3.15 -2.47
C 0.64 1.69 -4.42
H 1.61 1.84 -4.89
H -0.07 2.37 -4.87
H 0.32 0.67 -4.58
C 1.69 -0.17 -1.89
H 2.38 -0.38 -2.70
H 2.12 -0.42 -0.92
S 0.26 -1.26 -2.16
O -0.86 -0.85 -1.36
O 0.03 -1.35 -3.59
C 0.79 -2.93 -1.59
C 1.04 -2.79 -0.11
O 2.14 -2.41 0.26
N 0.03 -3.03 0.74
C -1.29 -3.45 0.35
C -1.37 -4.97 0.18
H -0.53 -5.30 -0.44
H -2.29 -5.22 -0.34
C -1.33 -5.72 1.51
C -0.14 -5.35 2.39
C -0.27 -3.97 3.03
H -1.32 -3.78 3.26
C 0.28 -2.84 2.16
H 1.37 -2.77 2.27
H -0.14 -1.88 2.47
H 0.27 -3.94 3.97
H -0.07 -6.10 3.19
H 0.79 -5.40 1.82
H -2.25 -5.53 2.06
H -1.29 -6.79 1.30
H -1.99 -3.13 1.13
H -1.59 -2.93 -0.56
H 1.72 -3.13 -2.11
H 0.02 -3.63 -1.89
H -0.52 5.45 -1.86
H -1.06 7.34 -0.38
H -1.79 7.35 2.69
H -0.73 8.43 1.78
H -0.10 7.53 3.16
```

Stability, lowest: w